Entry 1:
{"formula": "C22H30N2O3", "method": "the ωB97M-V functional and the def2-TZVPD basis", "e_tot_ha": -1191.530330, "max_force_ev_per_a": 1.03, "charge": 0, "homo_energy_ev": -8.256, "de_lowest_ev": 2.679, "smiles": "CCN(C[C@H]1CCCN(CCc2cccc(OC)c2)C1)C(=O)c1ccoc1", "species": ["H", "O", "C", "C", "C", "H", "H", "C", "H", "C", "H", "H", "H", "H", "H", "O", "C", "H", "C", "H", "C", "H", "C", "C", "H", "C", "H", "H", "H", "H", "C", "H", "H", "C", "H", "H", "C", "C", "C", "C", "C", "H", "H", "C", "N", "H", "H", "O", "H", "C", "N", "H", "H", "H", "C", "C", "H"], "positions_angstrom": [[-3.54495, -0.80879, -3.28119], [6.46391, 1.90937, -0.86663], [0.42975, 0.12835, 1.21197], [-5.80216, 0.60952, -0.29013], [-1.82838, -0.33188, 1.82282], [-4.34468, -2.38533, -3.06399], [0.36990, -1.32970, -0.34967], [4.24608, 1.90569, -1.00743], [4.20965, -3.08034, -0.95082], [-4.41603, 2.35314, 0.60167], [1.05710, 0.81189, 0.63512], [0.74435, 0.19070, 2.26873], [5.28895, -1.70596, -1.19371], [2.26489, -1.65320, -1.65613], [-2.08782, 3.58810, 0.16060], [-4.97145, -0.98532, -1.78422], [4.35770, -2.16425, -1.51742], [0.02582, -2.26341, 2.52956], [3.19182, -1.20046, -1.29745], [-1.57305, -0.27392, 2.89801], [-5.64522, 1.72055, 0.51163], [3.24515, 2.16916, -1.28326], [5.39699, 2.48078, -1.44554], [6.00228, 0.96325, -0.03517], [-0.25775, 2.46834, 1.30205], [4.64054, 0.89727, -0.08122], [-2.37331, -2.41024, 1.95061], [-0.16791, -3.27001, 1.08974], [-4.29879, 3.22106, 1.23403], [4.43899, -2.41648, -2.57136], [-3.49038, 0.75763, -0.93219], [-3.09436, -1.86116, -1.90948], [2.23997, -2.75869, 0.56022], [0.64658, -1.30064, 0.71012], [-6.48764, 2.09664, 1.07331], [-2.02995, -1.83577, 0.31397], [-1.20738, 1.93269, 1.21520], [-0.26797, -2.25356, 1.47744], [-3.92170, -1.52646, -2.54467], [2.11405, -1.71684, 0.86963], [-3.33204, 1.87339, -0.11843], [-6.75066, 0.10293, -0.37085], [5.57890, 3.27565, -2.14125], [-1.71154, -1.77862, 1.35605], [-0.95613, 0.51301, 1.02959], [-1.77705, 2.11832, 2.13521], [2.40405, -1.62142, 1.91905], [3.70855, 0.19444, 1.96620], [-2.63239, 0.39697, -1.47635], [3.75897, 0.04207, 0.75900], [3.01448, -0.87985, 0.10290], [-1.39527, 2.33496, -0.88718], [3.36487, -0.28547, -1.86667], [-2.85613, 0.01293, 1.69543], [-1.98169, 2.51135, 0.01524], [-4.71941, 0.11851, -1.02015], [6.71885, 0.39911, 0.52748]], "forces_ev_per_angstrom": [[0.0, 0.0, 0.0], [0.5, 0.1, -0.1], [0.1, -0.2, -0.3], [0.0, -0.2, -0.1], [-0.3, -0.2, -0.2], [0.1, 0.1, 0.0], [0.0, 0.0, 0.0], [0.4, 0.2, -0.2], [0.0, -0.1, 0.0], [0.1, 0.1, 0.0], [0.0, 0.0, 0.1], [0.0, 0.0, 0.0], [0.1, 0.0, 0.0], [0.0, 0.1, 0.0], [0.0, 0.1, -0.1], [-0.2, 0.2, 0.3], [-0.2, 0.1, 0.0], [0.1, 0.0, 0.1], [0.4, -0.1, -0.3], [0.0, 0.0, 0.0], [0.0, -0.1, 0.0], [-0.2, 0.1, -0.1], [-0.9, 0.1, -0.2], [-0.8, -0.5, 0.3], [0.0, 0.0, 0.1], [0.7, 0.2, 0.1], [-0.1, 0.0, 0.0], [0.1, -0.1, 0.0], [0.0, 0.1, 0.1], [0.1, -0.1, -0.1], [0.0, -0.2, -0.2], [0.0, 0.0, 0.0], [0.0, 0.0, 0.0], [0.3, 0.0, 0.3], [-0.1, 0.0, 0.0], [-0.1, 0.0, -0.1], [0.0, 0.2, -0.3], [-0.1, 0.1, -0.4], [0.2, -0.1, -0.1], [-0.3, 0.1, 0.2], [-0.1, 0.2, -0.1], [-0.1, -0.1, 0.0], [0.1, 0.1, -0.1], [0.1, 0.1, 0.3], [0.1, 0.0, 0.1], [0.1, 0.0, 0.0], [0.0, -0.1, -0.1], [0.0, 0.1, 0.3], [0.1, -0.1, -0.1], [0.1, 0.0, 0.0], [-0.2, 0.0, 0.0], [0.0, 0.1, 0.0], [-0.1, -0.1, 0.0], [0.0, 0.0, 0.1], [0.1, 0.0, 0.4], [-0.1, 0.0, 0.1], [0.2, 0.0, 0.1]]}

---

Entry 2:
{"formula": "C22H30N2O4S", "method": "the ωB97M-V functional and the def2-TZVPD basis", "e_tot_ha": -1665.016038, "max_force_ev_per_a": 0.86, "charge": 0, "homo_energy_ev": -8.613, "de_lowest_ev": 0.119, "smiles": "CCC(=O)N1CCc2cc(S(=O)(=O)CCC(=O)NCCC3=CCCCC3)ccc21", "species": ["H", "C", "C", "H", "C", "C", "H", "N", "H", "H", "C", "H", "H", "C", "H", "H", "C", "S", "H", "H", "H", "O", "H", "C", "H", "H", "C", "H", "O", "H", "C", "C", "H", "H", "C", "C", "C", "C", "O", "H", "C", "H", "N", "H", "H", "C", "H", "H", "H", "C", "C", "H", "H", "H", "O", "C", "H", "C", "C"], "positions_angstrom": [[0.43521, -4.87898, -5.77639], [-0.35172, -1.54718, -2.45673], [0.70049, 5.73279, 1.22107], [0.34964, -1.27586, 2.31904], [-2.61582, 3.15628, 2.84865], [0.74332, -4.77112, -3.66286], [1.98127, -3.74835, -1.31800], [-2.05770, 1.96936, 2.24527], [2.03924, -6.68790, -5.14040], [1.01900, 3.40412, 4.30333], [-2.39178, 0.73315, 2.63994], [-1.32583, 2.09773, 1.55342], [-0.82297, -5.66144, -4.81491], [0.89527, 3.55500, 3.22668], [-2.00746, -1.32875, 2.28573], [0.34298, 5.90749, 0.20275], [0.25527, -5.50388, -4.89817], [0.77995, 0.47846, 0.82402], [-1.77122, -0.30885, 0.85750], [2.71133, 5.10226, 0.74519], [-2.29305, -1.57477, -3.37593], [1.58387, -5.22312, -2.91835], [0.78824, -7.46471, -4.18154], [1.36467, -2.86709, -1.36029], [-1.37376, 5.83139, 1.93801], [-0.47752, -2.82522, -5.31485], [1.46379, -1.87034, -0.40222], [0.82289, 2.56647, 2.76269], [2.15255, 0.65263, 1.21173], [-1.30661, 3.20267, 4.55397], [-0.37739, 4.31217, 2.96912], [2.11417, 4.26998, 2.65185], [-0.83546, 0.34183, -1.53935], [-3.47715, 2.84032, 3.44251], [-0.24834, -0.56219, -1.50165], [-0.44478, 5.29262, 2.07834], [-1.24084, -1.61185, -3.66121], [0.96717, -6.84161, -5.05350], [0.05994, 1.65786, 0.39346], [0.11633, 0.29057, 3.10627], [1.81681, 4.69361, 1.21911], [0.61011, -7.36022, -5.93946], [0.15713, -3.54925, -3.44634], [2.34472, 5.15220, 3.25415], [2.97479, 3.59989, 2.67756], [-0.11073, -0.29631, 2.21888], [-2.94779, 3.83102, 2.05490], [-2.09229, 4.74311, 4.18534], [1.49878, 3.81605, 0.65356], [-1.59604, 3.87547, 3.74516], [0.66611, -0.74413, -0.47492], [-1.73552, -3.62645, -4.35853], [1.08102, 6.69025, 1.59597], [2.17805, -1.95025, 0.40185], [-3.24046, 0.48127, 3.47170], [-1.60172, -0.37862, 1.93432], [-1.04965, -0.77593, -4.33505], [0.44248, -2.69741, -2.38440], [-0.86987, -2.96025, -4.30276]], "forces_ev_per_angstrom": [[-0.1, 0.1, 0.0], [0.2, -0.1, 0.1], [0.1, -0.1, -0.1], [0.1, -0.1, 0.0], [-0.1, 0.1, 0.4], [-0.3, 0.0, -0.3], [0.0, 0.0, 0.0], [0.2, 0.5, -0.2], [0.1, -0.1, 0.0], [-0.1, -0.1, 0.0], [0.2, -0.4, -0.4], [-0.1, -0.1, 0.1], [0.0, 0.1, -0.1], [0.2, 0.2, 0.0], [0.0, 0.1, -0.1], [0.0, 0.1, 0.0], [0.3, -0.3, 0.1], [0.2, -0.3, 0.3], [-0.1, -0.1, 0.0], [0.0, 0.0, -0.1], [0.0, 0.0, -0.1], [0.2, -0.1, 0.1], [0.0, -0.1, 0.0], [0.1, -0.1, 0.1], [-0.2, 0.0, 0.1], [-0.1, 0.0, 0.1], [0.0, 0.0, 0.0], [0.0, -0.1, 0.1], [0.2, -0.3, 0.1], [0.0, 0.0, 0.1], [-0.1, -0.1, 0.2], [0.0, -0.3, -0.1], [-0.1, 0.1, 0.0], [0.0, 0.1, -0.1], [0.0, 0.0, -0.1], [0.0, 0.1, -0.1], [0.0, 0.1, 0.0], [-0.1, 0.2, 0.0], [-0.3, -0.1, -0.3], [0.2, 0.1, 0.0], [0.1, 0.2, 0.1], [0.0, 0.0, -0.1], [0.1, 0.0, 0.1], [0.1, 0.0, 0.0], [0.1, 0.0, 0.1], [0.3, 0.2, -0.8], [0.0, 0.0, 0.1], [0.0, 0.0, 0.1], [0.0, 0.0, -0.1], [-0.3, 0.0, -0.3], [-0.1, 0.5, 0.6], [0.1, 0.1, -0.1], [0.0, 0.0, -0.1], [0.1, -0.1, 0.1], [-0.2, -0.2, 0.3], [-0.4, 0.0, 0.2], [0.0, 0.0, 0.0], [0.0, 0.4, 0.4], [-0.3, -0.1, -0.5]]}

---

Entry 3:
{"formula": "C22H30N3O2", "method": "the ωB97M-V functional and the def2-TZVPD basis", "e_tot_ha": -1170.723735, "max_force_ev_per_a": 2.63, "charge": 1, "homo_energy_ev": -9.965, "de_lowest_ev": 4.826, "species": ["O", "H", "H", "C", "H", "C", "H", "C", "C", "H", "C", "H", "C", "C", "C", "N", "H", "H", "N", "H", "H", "C", "C", "H", "H", "H", "H", "C", "C", "C", "H", "N", "H", "O", "C", "C", "H", "H", "C", "C", "H", "H", "H", "C", "H", "H", "C", "H", "H", "C", "C", "H", "H", "H", "H", "C", "H"], "positions_angstrom": [[0.22905, -2.40032, 6.26348], [-6.17430, -0.04850, 0.21423], [0.16826, 0.14795, 5.98090], [4.63916, -0.92418, -3.72860], [1.13909, -4.18864, 5.76412], [-6.04414, 1.03166, 0.21147], [0.61504, 1.48501, 1.38806], [-5.27020, 0.95485, -2.08415], [1.92457, 0.52740, -0.79532], [5.93880, -3.26998, -4.36754], [3.94647, 0.28613, -3.90288], [6.92707, -2.08992, -3.45322], [0.67182, -1.67818, 2.64986], [0.29315, -0.34734, 5.03415], [3.48888, -1.21414, -1.62680], [-3.60511, 2.32091, 0.92400], [-3.97105, 2.79171, -3.05173], [-6.97692, 1.50175, -0.09003], [-4.98894, 1.40100, -0.72420], [2.57852, 1.69523, -3.10549], [-2.31851, 3.38847, -3.12678], [2.80845, 0.01226, -1.78588], [1.66958, -0.07966, 0.41640], [-4.35605, 0.66828, -2.59470], [-1.82456, 3.34792, 0.41536], [-2.59649, 1.64867, -3.04054], [0.09727, -4.20763, 7.20776], [4.37862, -1.66630, -2.56404], [0.92943, 0.45915, 1.45223], [0.50600, -2.39475, 3.80099], [-0.64579, -4.13329, 5.59153], [-2.90761, 2.67365, -1.23819], [-5.83006, 1.34551, 1.22540], [5.53481, -1.27686, -4.73555], [3.06563, 0.74562, -2.96287], [-1.73985, 3.31768, -0.66983], [4.15694, 0.86159, -4.78882], [0.39732, 1.44983, 3.91583], [6.44751, -2.30487, -4.41002], [0.33619, -1.75186, 5.03725], [-4.19197, 1.94413, 1.61442], [3.31628, -1.80811, -0.74781], [0.50761, -3.46707, 3.75632], [0.65501, -0.27086, 2.64872], [-1.65772, 4.33821, -1.03490], [7.21683, -2.34326, -5.18615], [-2.95773, 2.61775, -2.69639], [-5.77769, 1.74370, -2.63810], [2.12863, -1.03285, 0.59783], [0.42993, 0.37497, 3.88061], [0.20701, -3.81124, 6.19425], [4.88958, -2.60098, -2.41161], [1.43575, 1.46062, -1.00444], [-0.84769, 2.75543, -0.93208], [0.76938, -2.19676, 1.71364], [-3.84220, 2.13100, -0.32554], [-5.91906, 0.07954, -2.07460]], "forces_ev_per_angstrom": [[0.1, 1.5, -2.0], [0.0, -0.1, 0.0], [-0.1, 0.1, 0.2], [0.6, 0.1, -1.1], [-0.1, -0.1, 0.1], [0.5, 0.3, -0.1], [-0.2, 0.4, 0.0], [0.2, 0.2, 0.2], [0.3, -0.3, 0.1], [0.1, 0.0, 0.0], [0.3, -0.1, -0.4], [0.1, -0.1, 0.0], [0.0, 0.4, 0.0], [0.0, -0.3, 0.7], [-0.1, 0.3, -0.1], [1.7, 1.0, -0.8], [0.2, 0.0, -0.1], [-0.2, 0.0, 0.0], [1.0, 0.2, -0.6], [-0.1, 0.2, -0.1], [0.0, 0.1, 0.2], [-0.1, -0.1, 0.0], [-0.1, -0.1, 0.0], [-0.1, 0.0, -0.1], [-0.1, 0.0, -0.2], [0.0, 0.0, -0.4], [0.0, 0.3, -0.2], [0.5, -0.3, -0.4], [0.2, -0.4, 0.1], [-0.1, -0.6, 0.6], [0.1, -0.1, 0.1], [-1.0, -0.3, 0.5], [0.0, 0.0, 0.0], [-1.7, 1.0, 1.7], [0.0, -0.2, 0.2], [-0.3, -0.1, 0.2], [0.0, 0.1, -0.1], [0.0, 0.2, 0.0], [0.4, -0.5, 0.1], [0.1, -0.2, 1.0], [-1.0, -0.6, 0.3], [0.0, -0.2, 0.1], [0.0, -0.2, -0.1], [0.1, 0.0, -0.1], [0.1, 0.1, -0.2], [-0.3, 0.1, 0.1], [-0.2, -0.1, 0.6], [-0.1, -0.1, -0.3], [0.1, -0.3, 0.1], [-0.1, -0.1, -0.3], [-0.1, -0.6, 0.1], [0.0, -0.2, 0.1], [-0.1, 0.5, -0.1], [0.4, -0.1, -0.2], [0.0, -0.2, -0.2], [-0.8, -0.6, 0.7], [0.0, 0.0, 0.2]]}

---

Entry 4:
{"formula": "C22H30N4O2", "method": "the ωB97M-V functional and the def2-TZVPD basis", "e_tot_ha": -1225.880041, "max_force_ev_per_a": 0.99, "charge": 0, "homo_energy_ev": -7.862, "de_lowest_ev": 1.302, "smiles": "CCCCN(CC)CCNC(=O)c1cc2c(=O)n(C)c3ccccc3c2n1C", "species": ["C", "H", "H", "H", "H", "C", "H", "H", "C", "H", "H", "H", "C", "H", "O", "C", "N", "H", "C", "C", "C", "C", "C", "H", "H", "C", "H", "N", "H", "H", "C", "H", "C", "H", "H", "C", "C", "H", "H", "H", "H", "C", "C", "C", "C", "H", "H", "H", "N", "H", "C", "C", "H", "N", "H", "H", "O", "C"], "positions_angstrom": [[5.53210, 0.76923, 0.07668], [0.65197, 1.00565, 0.66003], [-7.88752, 1.53031, 2.46986], [-4.10492, -1.71957, -0.71447], [7.40150, 1.82856, -0.06374], [5.43334, 3.21085, 0.26897], [-2.59065, -1.65845, -1.63384], [-7.99002, 0.79243, 0.87084], [-5.27014, 0.37459, 0.50494], [2.00413, -3.55357, 0.34514], [-2.18410, -2.86950, 0.45134], [-5.25799, -0.62915, 0.93494], [0.13602, -1.90365, 0.56561], [7.73149, -2.38961, -0.44273], [2.78795, 2.98326, 0.51394], [3.39909, 1.93509, 0.38802], [-1.00416, -1.18376, 0.49952], [5.94119, 3.41203, -0.67538], [-2.31358, -1.78563, 0.48826], [7.70321, -0.25258, -0.26136], [-3.09251, -1.29023, -0.73552], [3.51362, -0.56142, 0.22941], [1.43909, 0.29432, 0.51307], [-2.35120, 0.25919, -2.70957], [6.14270, 3.27510, 1.09515], [1.35720, -1.08246, 0.45395], [-3.27079, 0.75943, 1.18174], [-3.07535, 0.15897, -0.79125], [-7.38105, -0.14321, 2.23619], [-5.83006, 0.33012, -0.42990], [2.79387, 0.62873, 0.37637], [-3.84917, 1.90387, -0.02473], [-7.39766, 0.84523, 1.78199], [3.33548, -3.23905, -0.78840], [3.63747, -3.28444, 0.97240], [6.91980, 0.86601, -0.08027], [-3.15537, 0.71790, -2.12430], [8.77054, -0.14223, -0.37999], [-4.35825, 0.88717, -3.90409], [5.33173, -2.62066, -0.17335], [-2.84553, -1.52855, 1.41031], [-3.83086, 0.84452, 0.24251], [-4.47649, 0.53792, -2.88121], [2.92785, -2.99654, 0.19520], [4.93687, -0.52129, 0.05429], [-6.01973, 2.31937, 1.04163], [-0.98879, -0.21006, 0.23949], [-5.40899, 1.37853, 2.40155], [2.62797, -1.59150, 0.28790], [-2.93299, 1.78612, -2.04433], [-5.98165, 1.31632, 1.47322], [7.12251, -1.51098, -0.29502], [-5.27390, 1.11226, -2.41729], [4.78164, 1.91716, 0.24438], [-4.76467, -0.51043, -2.90706], [4.64660, 3.95116, 0.41489], [0.12081, -3.11701, 0.73311], [5.76035, -1.63588, -0.13906]], "forces_ev_per_angstrom": [[0.2, -0.6, -0.1], [-0.2, 0.1, 0.0], [-0.1, 0.0, 0.1], [0.0, 0.0, 0.0], [0.0, 0.1, 0.0], [0.0, 0.3, 0.0], [0.0, 0.0, 0.0], [-0.1, 0.0, -0.1], [0.3, 0.3, 0.1], [0.2, 0.1, 0.0], [-0.1, 0.1, 0.1], [-0.1, -0.1, 0.0], [-0.3, 0.0, 0.1], [0.0, -0.1, 0.0], [-0.2, 0.0, 0.0], [0.1, 0.0, 0.0], [-0.1, 0.2, 0.0], [0.0, 0.0, 0.0], [-0.2, -0.2, -0.1], [-0.1, -0.1, 0.0], [0.1, 0.0, 0.2], [-0.5, 0.9, 0.1], [0.1, -0.4, 0.0], [0.0, 0.1, 0.0], [0.0, 0.0, 0.0], [0.0, 0.7, 0.0], [-0.1, 0.1, 0.1], [0.1, -0.1, 0.0], [-0.1, -0.1, 0.0], [0.0, -0.1, -0.1], [0.1, -0.7, -0.1], [0.0, 0.0, 0.1], [0.2, 0.2, 0.0], [0.0, 0.0, 0.1], [0.0, 0.0, -0.1], [0.0, 0.1, 0.0], [-0.1, 0.1, -0.2], [0.1, 0.0, 0.0], [0.0, 0.0, -0.1], [-0.1, -0.1, 0.0], [0.0, -0.1, 0.0], [-0.2, -0.1, 0.1], [0.3, 0.0, 0.2], [0.1, -0.7, -0.1], [0.4, 0.0, 0.0], [0.1, 0.1, 0.0], [0.1, 0.0, -0.1], [0.1, 0.1, 0.0], [0.0, 0.2, 0.0], [0.1, 0.0, -0.1], [-0.1, -0.3, -0.1], [0.1, 0.0, 0.0], [-0.1, 0.0, 0.0], [-0.1, 0.3, 0.0], [-0.1, -0.1, 0.0], [0.2, -0.1, 0.0], [0.1, -0.2, 0.0], [0.0, 0.1, 0.0]]}